Entry 1:
Formula: C3H3ClN2O2
Source: OMol25
Level of theory: wB97M-V/def2-TZVPD

```
11
Properties=species:S:1:pos:R:3:forces:R:3
C 0.150 -0.410 -0.128 -3.20 -2.08 -1.03
C -0.636 1.702 0.002 -0.22 -2.22 -2.02
C -1.046 0.322 -0.316 1.58 -2.02 2.31
H -0.203 -2.570 0.542 3.46 3.80 -2.61
H 1.371 -1.939 -0.506 -0.12 -0.75 0.18
H 1.778 0.260 0.663 -0.61 -0.50 -2.76
N 0.577 -1.715 0.073 -4.26 -2.35 1.97
N 1.196 0.409 -0.271 4.46 -2.15 3.79
O 0.814 1.632 -0.016 -2.98 6.03 -0.29
O -1.325 2.656 0.019 0.45 1.54 0.80
Cl -2.677 -0.348 -0.063 1.45 0.71 -0.35
```
Positions in Å, forces in eV/Å.

SMILES: Nc1[nH]oc(=O)c1Cl
gap between HOMO and LUMO: 9.323 eV
energy relative to the best compared isomer or geometry (same formula, charge and spin): 352.1 kJ/mol
LUMO energy: 0.24 eV

=====

Entry 2:
Formula: C32H51BCaN8O4S2Si
Source: OMol25
Level of theory: wB97M-V/def2-TZVPD

```
100
Properties=species:S:1:pos:R:3:forces:R:3
Ca -1.636 -0.709 1.546 1.05 1.54 -0.33
C -0.020 -4.831 1.808 0.00 0.02 -0.07
C 0.106 -3.522 1.336 -0.08 -0.28 -0.02
N -1.047 -2.872 1.460 0.37 -0.79 -0.02
N -1.920 -3.728 2.018 -0.09 -0.55 0.10
C -1.333 -4.915 2.233 0.12 0.07 -0.03
B -3.351 -3.303 2.407 0.13 0.14 -0.05
N -4.025 -2.592 1.218 -0.34 -0.38 -0.07
C -4.996 -3.091 0.435 -0.05 0.16 -0.05
C -5.410 -2.097 -0.429 0.05 0.01 -0.03
C -4.612 -0.996 -0.098 -0.17 -0.18 -0.02
N -3.776 -1.309 0.887 -0.45 0.07 -0.28
N -3.288 -2.325 3.605 -0.26 -0.26 0.33
C -3.868 -2.494 4.804 0.01 0.17 0.06
C -3.607 -1.379 5.578 0.02 0.02 -0.02
C -2.841 -0.559 4.746 -0.14 -0.16 0.10
N -2.651 -1.141 3.565 -0.21 0.13 0.71
H 0.728 -5.604 1.824 0.00 0.00 0.01
H 0.971 -3.026 0.928 -0.04 0.07 0.00
H -1.878 -5.737 2.666 -0.04 0.04 0.01
H -3.985 -4.267 2.721 -0.01 -0.08 0.01
H -5.335 -4.107 0.545 0.02 0.01 0.08
H -6.173 -2.159 -1.185 -0.02 0.01 0.02
H -4.627 0.006 -0.499 0.11 0.03 -0.06
H -4.435 -3.380 5.033 0.03 -0.04 -0.08
H -3.926 -1.189 6.587 0.00 0.00 -0.01
H -2.430 0.417 4.952 0.04 -0.02 -0.03
C 1.310 0.534 4.497 -0.07 -0.08 -0.34
C 1.501 -0.722 3.642 0.14 -0.28 0.47
C 2.975 -1.111 3.540 -0.16 0.09 -0.21
C 0.735 -1.871 4.297 0.10 0.05 -0.25
O 0.952 -0.525 2.319 -0.14 0.05 0.28
Si 1.553 0.409 1.062 -0.40 0.03 -0.55
S -0.103 0.575 -0.185 0.32 0.34 -0.38
O 2.033 1.806 1.745 0.04 -0.10 0.19
C 3.069 2.778 1.601 0.23 0.20 0.05
C 3.131 3.295 0.170 -0.12 -0.14 0.01
C 2.714 3.923 2.547 -0.06 -0.10 -0.07
C 4.410 2.161 1.999 -0.15 -0.05 -0.04
O 2.852 -0.312 0.361 0.01 0.06 0.04
C 3.175 -0.855 -0.928 0.16 -0.20 -0.19
C 3.003 0.180 -2.043 -0.06 0.01 0.23
C 2.317 -2.082 -1.236 0.01 0.16 0.14
C 4.641 -1.270 -0.845 -0.10 0.07 0.07
H 1.672 0.368 5.512 -0.01 -0.05 -0.02
H 0.247 0.783 4.537 0.01 0.02 0.06
H 1.835 1.373 4.057 0.07 0.13 0.01
H 3.406 -1.246 4.532 -0.02 0.03 0.03
H 3.541 -0.349 3.005 0.07 0.00 0.05
H 3.065 -2.050 2.990 0.05 0.02 -0.02
H 1.117 -2.018 5.308 -0.04 -0.03 0.03
H 0.870 -2.797 3.736 -0.02 0.02 0.04
H -0.329 -1.646 4.354 0.00 -0.03 0.04
H 2.141 3.583 -0.184 -0.03 0.05 0.01
H 3.517 2.519 -0.489 0.02 -0.02 -0.07
H 3.791 4.161 0.110 0.02 -0.01 -0.02
H 1.732 4.322 2.291 0.01 0.02 0.00
H 3.452 4.721 2.464 0.00 0.01 0.02
H 2.690 3.577 3.582 -0.01 -0.01 0.00
H 4.595 1.273 1.394 0.06 0.00 0.01
H 4.402 1.874 3.053 0.01 0.00 0.00
H 5.221 2.874 1.840 0.00 0.02 0.01
H 1.992 0.585 -2.018 -0.05 0.04 -0.06
H 3.177 -0.290 -3.012 0.01 0.00 0.01
H 3.715 0.996 -1.926 0.02 0.02 0.00
H 1.260 -1.819 -1.203 -0.04 -0.02 0.00
H 2.522 -2.877 -0.516 0.00 0.00 0.00
H 2.554 -2.457 -2.232 0.01 -0.03 0.01
H 5.265 -0.402 -0.627 0.01 -0.01 -0.02
H 4.958 -1.706 -1.793 0.05 -0.01 0.01
H 4.781 -2.004 -0.050 0.00 -0.01 -0.01
C -1.555 -0.608 -5.043 -0.14 0.10 0.04
C -2.904 -0.090 -4.548 0.18 -0.07 0.06
C -2.902 0.260 -3.063 -0.14 0.02 -0.25
N -2.034 1.389 -2.795 0.09 0.09 0.44
C -2.319 2.405 -1.973 -0.03 -0.02 -0.24
S -3.724 2.623 -1.113 -0.18 -0.17 0.07
N -1.340 3.381 -1.851 0.16 -0.07 -0.06
C -0.244 3.685 -2.641 0.06 -0.08 0.04
O 0.661 4.352 -2.190 0.00 -0.05 0.01
C -0.260 3.266 -4.077 0.01 0.17 -0.19
C 0.902 2.766 -4.652 0.01 -0.01 0.16
C 0.938 2.481 -6.008 0.00 -0.04 -0.06
C -0.179 2.714 -6.796 0.01 0.01 0.00
C -1.338 3.226 -6.226 -0.02 -0.02 -0.02
C -1.382 3.497 -4.869 0.02 0.02 0.03
H -1.623 -0.928 -6.082 0.06 0.01 0.00
H -1.227 -1.460 -4.443 0.04 -0.01 -0.02
H -0.791 0.172 -4.987 0.04 -0.04 -0.03
H -3.673 -0.849 -4.709 -0.01 0.01 -0.02
H -3.188 0.799 -5.116 -0.07 -0.03 -0.01
H -2.573 -0.601 -2.471 -0.04 0.02 0.06
H -3.904 0.537 -2.752 -0.03 0.02 0.13
H -1.052 1.235 -2.974 0.00 0.03 -0.06
H -1.363 3.871 -0.969 -0.02 0.07 0.01
H 1.771 2.606 -4.025 0.02 0.03 -0.01
H 1.842 2.086 -6.454 0.00 0.00 0.02
H -0.145 2.512 -7.859 0.00 -0.03 0.01
H -2.207 3.416 -6.842 0.01 0.02 0.00
H -2.281 3.907 -4.425 -0.01 -0.03 0.02
```
Positions in Å, forces in eV/Å.

gap between HOMO and LUMO: 8.649 eV
energy relative to the best compared isomer or geometry (same formula, charge and spin): 0.0 kJ/mol
LUMO energy: 0.47 eV

=====

Entry 3:
Formula: C16H10F3N2O5Pt
Source: OMol25
Level of theory: wB97M-V/def2-TZVPD

```
37
Properties=species:S:1:pos:R:3:forces:R:3
Pt -0.676 -1.027 0.100 -0.17 -0.04 0.55
O 2.607 3.179 -0.037 0.32 -0.03 -0.02
C 3.474 2.146 0.002 -0.52 -0.28 0.07
C 4.834 2.430 -0.038 0.21 0.05 0.03
C 5.775 1.416 0.016 -0.32 0.16 0.01
C 5.362 0.094 0.116 0.30 -0.06 0.03
C 4.019 -0.204 0.160 -0.36 0.24 -0.02
C 3.044 0.802 0.102 1.11 0.18 0.06
C 1.648 0.417 0.151 -2.22 -0.35 0.40
O 1.332 -0.821 0.411 0.05 0.51 -0.53
N 0.711 1.350 -0.031 2.44 0.66 -0.19
N -0.529 0.866 -0.088 -3.62 1.91 0.73
C -1.571 1.729 0.045 3.70 -1.57 -0.37
C -2.916 1.373 0.029 -2.18 -1.08 -0.06
C -3.893 2.396 0.179 0.59 -0.50 -0.15
C -5.235 2.142 0.115 -0.32 0.25 0.06
C -5.693 0.833 -0.080 0.63 -0.29 0.01
C -4.788 -0.198 -0.217 -0.64 0.18 -0.01
C -3.398 0.011 -0.167 1.02 0.82 -0.18
O -2.625 -1.014 -0.354 -0.12 -0.35 0.53
H 1.699 2.793 -0.036 -0.18 -0.11 -0.05
H 5.122 3.470 -0.095 0.06 0.05 -0.04
H 6.827 1.660 -0.015 0.09 0.03 0.00
H 6.093 -0.699 0.176 0.04 -0.07 -0.04
H 3.686 -1.226 0.238 -0.09 -0.09 0.01
H -1.303 2.769 0.189 0.13 0.05 -0.14
H -3.537 3.406 0.335 0.01 0.15 -0.01
H -5.943 2.954 0.203 -0.03 0.05 0.07
H -6.751 0.619 -0.106 -0.11 0.01 -0.05
H -5.129 -1.212 -0.370 0.05 -0.08 0.00
F 0.373 -5.520 1.092 0.12 0.15 0.16
C -0.292 -5.232 -0.040 0.05 -0.10 -0.09
F 0.296 -5.946 -1.011 0.03 0.23 -0.13
F -1.528 -5.747 0.108 -0.22 0.13 -0.02
C -0.340 -3.688 -0.327 0.44 -1.34 -0.90
O -0.007 -3.276 -1.422 0.11 -0.47 -0.25
O -0.747 -3.047 0.667 -0.39 1.00 0.53
```
Positions in Å, forces in eV/Å.

charge: -1
gap between HOMO and LUMO (alpha / beta): 7.008 / 7.007 eV
LUMO energy (alpha / beta): 2.28 / 2.28 eV